--- 1 ---
Density functional theory data (ωB97M-V/def2-TZVPD) for the ion C4H9N2O with charge +1.

Cartesian coordinates (Å):
C -1.4603 -1.6807 0.4167
N -0.9082 -0.3984 0.2194
C 0.4514 -0.2281 -0.1147
C 1.1216 0.8985 0.2996
N 0.8565 1.9519 1.0592
C 0.5591 0.3120 -1.7810
O 1.4908 0.1606 -2.4314
H -1.0826 -2.3413 1.2275
H -2.5590 -1.6367 0.5791
H -1.2475 -2.1863 -0.5056
H -1.3443 0.3547 0.6840
H 0.9766 -1.1895 -0.1847
H 2.1794 0.8039 0.0564
H 1.5514 2.6022 1.2037
H -0.0230 2.3243 1.4602
H -0.5618 0.2531 -2.1884

Summary:
Charge   +1
Structure (SMILES)   CN[C@H](C=[NH2+])C=O
LUMO level   -4.81 eV
Frontier orbital gap   8.47 eV
E_HOMO   -13.28 eV

---

--- 2 ---
Density functional theory data (ωB97M-V/def2-TZVPD) for a cluster of 2 separate species, C4H9N2O in total.

Cartesian coordinates (Å):
C 1.5594 -0.3020 -1.1583
C -1.2896 -0.6983 -0.2280
C 1.7273 0.1475 0.2177
C -1.6241 1.5714 0.2212
N 0.5455 -0.6805 -1.7310
N -1.8170 -1.8823 -0.1006
O -1.8403 0.2381 0.4303
H 2.2926 -0.4616 -1.9227
H 0.8674 0.1571 0.9520
H 1.8551 1.2032 0.1808
H 2.5449 -0.2937 0.7558
H -2.4498 2.0092 -0.3148
H -0.6713 1.5666 -0.3965
H -1.2826 2.0617 1.1273
H -1.3752 -2.7690 -0.2932
H -2.8028 -1.9700 0.1609

Summary:
Charge   +1
LUMO level (spin up / spin down)   -5.77 / -5.11 eV
Frontier orbital gap (spin up / spin down)   8.43 / 9.40 eV
E_HOMO (spin up / spin down)   -14.20 / -14.51 eV

---

The most stable arrangement is 1, and the next structure is 0.0782 hartree less stable.

---

--- 1 ---
Density functional theory data (ωB97M-V/def2-TZVPD) for a cluster of 2 separate species, C3H5F2N in total.

Cartesian coordinates (Å):
C 0.0574 0.0911 -0.9115
C 0.0329 1.4762 -0.5628
C -0.3992 -1.3479 1.4725
N 0.4662 -0.4806 -1.9287
F 0.7682 2.4083 -1.3063
F 0.1395 -0.3193 2.1249
H 0.4131 1.6762 0.4300
H -0.9282 1.8766 -0.4991
H 0.2568 -2.2341 1.5605
H -1.4242 -1.6068 1.6558
H 0.6174 -1.5397 -2.0355

Summary:
LUMO level (spin up / spin down)   -0.10 / 0.21 eV
Frontier orbital gap (spin up / spin down)   8.78 / 8.39 eV
E_HOMO (spin up / spin down)   -8.88 / -8.17 eV

---

--- 2 ---
Density functional theory data (ωB97M-V/def2-TZVPD) for a cluster of 2 separate species, C3H5F2N in total.

Cartesian coordinates (Å):
C -0.1603 -1.6144 -1.2176
C -0.8177 -1.1028 -0.2189
C -0.1317 1.0054 0.9760
N 0.8116 1.5337 0.1809
F -1.2400 1.8252 1.1695
F 0.2567 0.4892 2.1268
H -0.5620 -2.5795 -1.6519
H 0.6727 -1.1437 -1.7736
H -1.5414 -1.4551 0.4423
H 0.9578 1.3179 -0.7244
H 1.7543 1.7241 0.6910

Summary:
LUMO level (spin up / spin down)   0.40 / 0.47 eV
Frontier orbital gap (spin up / spin down)   8.71 / 8.93 eV
E_HOMO (spin up / spin down)   -8.31 / -8.46 eV

---

The most stable arrangement is 2, and the next structure is 0.0200 hartree less stable.